Computed, not measured: a structure of composition C12H14BBeCl3N6O2 in a non-equilibrium geometry, with ωB97M-V with the def2-TZVPD basis set.

Calculated values
HOMO energy, eV: -9.14
E, eV: -64353.3558
LUMO level, eV: 0.0

Each line ends with the natural charge from an NBO analysis.
Element x y z (Å)
H: 0.3855 -2.2178 2.2915  0.27
N: -0.0073 -1.4274 0.3810  -0.47
B: -0.4672 -1.1909 -2.1225  0.55
N: -0.3065 -1.9884 -0.8214  -0.32
C: -0.4508 -3.3156 -0.7005  0.00
Be: 0.1061 0.3994 0.6088  1.65
H: -0.7214 -3.8750 -1.5992  0.22
C: -0.1949 -3.6441 0.6327  -0.36
H: -0.2293 -4.6335 1.0547  0.23
C: 0.1007 -2.4293 1.2812  -0.01
H: -0.7885 -1.8262 -3.1398  -0.01
C: 0.8087 2.1296 0.8398  -0.99
H: 1.1192 2.5265 1.8246  0.25
H: -0.1903 2.5964 0.5768  0.30
H: 1.4966 2.4318 0.0296  0.23
N: 0.8640 -0.4239 -2.2343  -0.31
N: -1.4082 -0.1034 -1.6175  -0.30
N: 1.3470 0.2764 -1.2185  -0.39
N: -1.2450 0.5943 -0.4607  -0.50
C: 1.7260 -0.4017 -3.2815  -0.02
C: -2.5654 0.2163 -2.2068  0.01
H: 1.4228 -0.9555 -4.1678  0.23
H: -2.8425 -0.3155 -3.1162  0.23
C: 2.8286 0.3851 -2.8792  -0.34
C: -3.1548 1.2208 -1.4332  -0.34
C: 2.5426 0.7915 -1.5601  -0.06
C: -2.2885 1.4462 -0.3560  -0.01
H: 3.7020 0.6323 -3.4528  0.23
H: -4.0840 1.7098 -1.6455  0.23
H: 3.0944 1.3728 -0.8476  0.21
H: -2.3534 2.1446 0.4496  0.23
H: 1.5120 0.9090 0.6556  0.22
Cl: -0.3351 0.6533 6.0083  0.03
C: 0.0621 1.4854 4.4589  -0.23
Cl: -1.1410 2.7115 3.9727  0.02
Cl: 1.6292 2.2280 4.5094  0.05
C: 0.0432 0.2222 3.3433  0.79
O: 0.5758 -0.9057 3.7137  -0.65
O: -0.5924 0.5708 2.2290  -0.89

Computed, not measured: a structure of composition C12H14BF3N6O2Ti in a non-equilibrium geometry, with ωB97M-V with the def2-TZVPD basis set.

Calculated values
HOMO energy (alpha / beta), eV: -7.82 / -8.55
E, eV: -57650.8023
LUMO level (alpha / beta), eV: -0.5 / -0.7
Energy above the lowest of the compared OMol25 structures with the same formula, charge and spin, kcal/mol: 66.6
Spin multiplicity: 3

Each line ends with the Löwdin spin population.
Element x y z (Å)
H: 0.2526 -3.9882 -0.5629  0.01
N: 0.5264 -1.9351 -1.1457  0.01
B: 1.9254 0.3142 -1.4656  0.00
N: 1.6879 -1.2415 -1.4946  0.01
C: 2.6126 -2.1343 -1.9450  0.00
Ti: -1.4829 -1.6754 -1.5053  1.80
H: 3.5156 -1.7876 -2.4744  0.00
C: 2.1103 -3.4126 -1.7137  0.01
H: 2.6030 -4.3257 -2.0117  0.00
C: 0.8569 -3.2714 -1.1139  0.03
H: 2.7646 0.5958 -2.3199  0.00
C: -1.8732 2.1565 3.6517  0.00
H: -2.9065 1.8902 3.3815  0.00
H: -1.1837 1.3907 3.2501  0.00
H: -1.6171 3.1342 3.2288  0.00
N: 2.4883 1.0470 -0.1121  0.00
N: 0.5046 0.7392 -2.0014  0.01
N: 1.7800 0.9922 1.0627  0.00
N: -0.7313 0.1902 -1.6771  0.01
C: 3.5943 1.7880 0.1485  0.00
C: 0.3238 1.7245 -2.9190  0.00
H: 4.3398 2.0084 -0.5939  0.00
H: 1.1834 2.1401 -3.4636  0.00
C: 3.5429 2.1575 1.4779  0.00
C: -1.0510 1.9320 -3.0444  0.01
C: 2.3650 1.6362 2.0308  0.00
C: -1.6952 1.0329 -2.1883  0.03
H: 4.2344 2.7290 2.0525  0.00
H: -1.4983 2.6167 -3.7443  0.00
H: 1.8935 1.6696 3.0159  0.00
H: -2.7088 1.0331 -1.7993  0.01
H: -1.7836 2.1896 4.6808  0.00
F: -5.3181 -2.0290 2.3634  0.00
C: -3.9942 -2.2616 2.1053  0.00
F: -3.2737 -1.9998 3.2392  0.00
F: -3.8227 -3.5880 1.8473  0.00
C: -3.5069 -1.3530 0.8837  0.01
O: -4.1671 -0.3417 0.7636  0.01
O: -2.4910 -1.7630 0.1124  0.02

Computed, not measured: a structure of composition C12H14BF3N6O2Ti in a non-equilibrium geometry, with ωB97M-V with the def2-TZVPD basis set.

Calculated values
HOMO energy, eV: -16.42
Charge: +2
E, eV: -57637.5301
LUMO level, eV: -9.9
Energy above the lowest of the compared OMol25 structures with the same formula, charge and spin, kcal/mol: 0.0

Each line ends with the natural charge from an NBO analysis.
Element x y z (Å)
H: 1.0094 -3.2331 0.3484  0.26
N: 0.9335 -1.3161 -0.5262  -0.40
B: 1.2461 0.7399 -1.9872  0.51
N: 1.4879 -0.7613 -1.6759  -0.30
C: 2.1903 -1.6994 -2.3175  0.13
Ti: -0.2850 -0.2443 0.5668  1.84
H: 2.6950 -1.4581 -3.2369  0.27
C: 2.1017 -2.9044 -1.6062  -0.28
H: 2.5273 -3.8484 -1.8670  0.28
C: 1.3206 -2.6251 -0.4835  0.06
H: 1.7910 1.0878 -3.0010  0.03
C: -0.8129 1.1166 2.6539  -0.81
H: -1.4189 1.0294 3.5583  0.32
H: -1.4424 1.0865 1.7188  0.18
H: -0.2991 2.0695 2.7296  0.27
N: 1.8265 1.5209 -0.7666  -0.33
N: -0.2796 1.0152 -2.0294  -0.29
N: 1.3760 1.2398 0.5152  -0.42
N: -1.0676 0.6262 -0.9486  -0.43
C: 2.7962 2.4521 -0.7164  0.08
C: -1.0677 1.5636 -2.9547  0.14
H: 3.2798 2.7973 -1.6196  0.26
H: -0.6557 1.9163 -3.8842  0.27
C: 2.9825 2.8151 0.6173  -0.30
C: -2.3924 1.5568 -2.4998  -0.27
C: 2.0684 2.0487 1.3542  0.03
C: -2.3598 0.9780 -1.2340  0.06
H: 3.6748 3.5356 1.0169  0.28
H: -3.2604 1.9064 -3.0101  0.29
H: 1.8660 2.0465 2.4226  0.24
H: -3.1322 0.7864 -0.5182  0.26
H: -0.1031 0.3050 2.7347  0.22
F: -2.9270 -4.1791 2.9036  -0.29
C: -3.1953 -2.9413 2.4102  0.91
F: -3.8149 -3.0843 1.2080  -0.30
F: -4.0583 -2.3081 3.2575  -0.29
C: -1.8350 -2.0907 2.3295  0.70
O: -1.1995 -1.9996 3.3638  -0.49
O: -1.5661 -1.5460 1.1738  -0.68

Computed, not measured: a structure of composition C12H14BF5N6V in a non-equilibrium geometry, with ωB97M-V with the def2-TZVPD basis set.

Calculated values
HOMO energy (alpha / beta), eV: -7.88 / -8.50
E, eV: -61560.8025
LUMO level (alpha / beta), eV: 0.0 / 0.4
Energy above the lowest of the compared OMol25 structures with the same formula, charge and spin, kcal/mol: 4.9
Spin multiplicity: 4

Each line ends with the Löwdin spin population.
Element x y z (Å)
H: 1.1282 -3.4838 -0.8433  0.00
N: 0.2896 -1.5484 -1.0751  0.03
B: -0.3153 0.7864 -2.1156  0.00
N: 0.0913 -0.7350 -2.2115  0.01
C: 0.1996 -1.5087 -3.3145  0.01
V: -0.8106 -1.5754 0.6463  2.73
H: -0.0741 -1.1105 -4.2920  0.00
C: 0.6430 -2.7687 -2.9397  0.00
H: 0.8393 -3.6222 -3.5845  0.00
C: 0.7584 -2.7391 -1.5487  0.02
H: -0.6745 1.1587 -3.2000  0.00
C: 2.1938 1.8405 4.2937  0.00
H: 1.7194 1.7844 5.2734  0.00
H: 1.4689 1.5588 3.5312  0.00
H: 2.5106 2.8682 4.1164  0.00
N: 0.9085 1.7691 -1.7336  0.00
N: -1.5165 0.9047 -1.1081  0.01
N: 1.4426 1.5420 -0.5088  0.00
N: -1.5439 0.2456 0.1363  0.02
C: 1.5946 2.7958 -2.2965  0.00
C: -2.7162 1.4965 -1.3108  0.01
H: 1.3284 3.1550 -3.2727  0.00
H: -2.9715 1.9170 -2.2762  0.00
C: 2.5950 3.2025 -1.3999  0.00
C: -3.4706 1.3991 -0.1401  0.00
C: 2.4644 2.3659 -0.2906  0.00
C: -2.6818 0.6650 0.7622  0.02
H: 3.3345 3.9685 -1.4665  0.00
H: -4.4599 1.7818 0.0374  0.00
H: 3.0150 2.2760 0.6473  0.00
H: -2.8568 0.3991 1.7978  0.00
H: 3.0057 1.2102 4.2570  0.00
F: -1.2348 -1.7024 3.5779  0.01
C: -0.5590 -2.4255 2.6010  0.01
F: 0.6056 -2.8673 3.1793  0.01
C: -1.3334 -3.4714 1.7402  0.03
F: -2.1632 -4.1322 2.5754  0.01
F: -2.2453 -3.0119 0.6625  0.06
F: -0.5095 -4.3883 1.0931  0.01

Computed, not measured: the ion C12H14BrN2 with charge +1 in a non-equilibrium geometry, with ωB97M-V with the def2-TZVPD basis set.

Calculated values
HOMO energy (alpha / beta), eV: -11.70 / -11.70
Charge: +1
E, eV: -85679.7376
LUMO level (alpha / beta), eV: -4.4 / -4.4
Energy above the lowest of the compared OMol25 structures with the same formula, charge and spin, kcal/mol: 192.9

Each line ends with the natural charge from an NBO analysis.
Element x y z (Å)
C: 3.2180 -0.2725 -1.3519  -0.04
C: 2.1227 -0.0800 -1.8800  0.23
C: 3.3271 -0.1077 0.0169  0.07
C: -0.3046 0.0331 -2.1876  -0.29
C: -1.5362 -0.2782 -1.7444  -0.08
C: 0.8878 0.2908 -1.4803  -0.10
C: 1.1540 0.7697 -0.1123  0.26
C: -1.9986 -0.6167 -0.3546  -0.35
C: -0.0594 1.2034 0.5982  -0.01
C: -0.9986 -0.7682 0.7601  -0.26
C: -2.8404 -1.9514 -0.4001  -0.60
C: 2.3572 0.7028 2.0515  -0.39
N: 2.2818 0.5376 0.6124  -0.29
N: -0.8627 2.2158 0.1791  -0.79
Br: 0.2494 -2.1893 0.5999  0.08
H: 4.1183 -0.4330 0.7475  0.24
H: 0.0184 0.1874 -3.2916  0.26
H: -2.4289 -0.4698 -2.3053  0.24
H: -2.6267 0.1034 0.0696  0.24
H: -0.0071 1.4389 1.6999  0.22
H: -1.5785 -0.6208 1.5985  0.20
H: -2.0953 -2.6988 -0.6133  0.22
H: -3.6756 -2.0306 -1.0658  0.23
H: -3.3670 -1.8772 0.5987  0.22
H: 2.6140 1.7439 2.5047  0.25
H: 3.2299 0.0420 2.2928  0.23
H: 1.5117 0.4120 2.4792  0.22
H: -1.1589 2.0614 -0.7550  0.38
H: -1.5520 2.6520 0.7334  0.41

Computed, not measured: a structure of composition C12H14InO16S3 in a non-equilibrium geometry, with ωB97M-V with the def2-TZVPD basis set.

Calculated values
HOMO energy, eV: -12.44
Charge: +1
E, eV: -83093.3204
LUMO level, eV: -7.6
Energy above the lowest of the compared OMol25 structures with the same formula, charge and spin, kcal/mol: 104.0

Each line ends with the natural charge from an NBO analysis.
Element x y z (Å)
In: -1.0853 1.0814 -1.1200  0.94
C: -3.1332 0.3625 3.6246  -0.12
C: -2.5369 0.3590 2.3333  0.42
C: -1.0232 -0.1839 2.3412  0.36
O: -0.3289 -0.1330 1.2585  -0.55
C: -0.3949 -0.5972 3.5634  -0.02
C: -1.1581 -0.5751 4.7346  0.32
C: -2.6486 -0.1611 4.7550  0.31
O: -3.3125 0.1280 5.8676  -0.37
O: -0.4892 -0.9203 5.8041  -0.38
O: -2.7754 0.8677 1.2624  -0.49
H: -3.9685 1.0467 3.6470  0.27
H: 0.6328 -0.9241 3.6211  0.27
C: 0.4088 -1.2587 -6.0722  -0.08
C: 1.2382 -2.0819 -5.0231  -0.09
O: 0.3644 -2.6310 -4.0192  -0.69
S: -1.2322 -2.1165 -4.0993  2.50
O: -1.5021 -1.0447 -3.1706  -0.91
O: -2.1148 -3.2563 -4.2124  -0.82
O: -0.9408 -1.4965 -5.6271  -0.70
H: 0.6264 -1.6946 -7.0472  0.21
H: 0.6967 -0.2076 -6.0508  0.20
H: 1.9295 -1.4445 -4.4718  0.18
H: 1.8867 -2.8623 -5.4211  0.21
C: 2.5543 -4.2609 -1.6171  -0.10
C: 2.9807 -3.9932 -0.2082  -0.11
O: 2.4477 -2.6821 -0.0647  -0.67
S: 0.8504 -2.5938 -0.5516  2.45
O: 0.4658 -1.3687 -1.2418  -0.89
O: -0.1279 -3.1671 0.4279  -0.86
O: 1.1913 -3.8227 -1.6483  -0.68
H: 2.4395 -5.3279 -1.8081  0.22
H: 2.9389 -3.7074 -2.4737  0.21
H: 4.0686 -3.9584 -0.1511  0.23
H: 2.5071 -4.6504 0.5211  0.21
C: 0.1041 6.5477 1.8931  -0.09
C: 0.8560 5.4075 2.6836  -0.09
O: -0.2062 4.4633 2.8483  -0.70
S: -1.2661 4.3437 1.5890  2.49
O: -2.6493 4.0221 2.0047  -0.81
O: -0.5942 3.4192 0.6675  -0.94
O: -0.8893 5.8520 1.1463  -0.68
H: 0.7002 7.0880 1.1577  0.22
H: -0.2287 7.3306 2.5745  0.20
H: 1.0536 5.8547 3.6578  0.22
H: 1.6643 4.9481 2.1147  0.21